A 12-piece molecular cluster, C28H59Cl22F4O6P3Si overall. Source: the OMol25 dataset; level of theory: ωB97M-V/def2-TZVPD.

Positions of all 123 atoms, in Å:
C -5.7376 0.2045 1.1485
C -4.6565 -0.7944 0.3533
O -4.8100 -2.1212 1.0366
C -3.1619 -0.1297 0.6818
O -2.0472 -0.8528 0.0506
Si -0.6428 -0.4164 1.0613
P -0.7736 1.6079 1.9269
P -0.7580 3.1695 0.3941
O -2.1664 3.9424 0.4488
O -0.5618 2.4711 -1.1898
O 0.5759 4.2768 0.6817
P -0.6197 -1.9381 2.7037
C -0.7935 -3.7226 1.9535
O -2.0831 -1.7616 3.6949
C 1.0268 -0.5712 0.0448
F 1.4184 -2.0294 0.0477
F 0.8749 -0.1610 -1.3703
C 2.1745 0.3058 0.8410
F 2.1925 1.7583 0.4361
F 3.5561 -0.2060 0.5244
H -6.7904 -0.2869 1.2870
H -5.2239 0.4045 2.2070
H -5.7490 1.2431 0.5996
H -4.8790 -0.8524 -0.8013
H -5.3787 -1.9775 1.8702
H -3.0508 -0.1837 1.8548
H -3.1764 0.9601 0.2514
H 0.4539 1.7422 2.7142
H 0.3846 2.7265 -1.4653
H 0.4293 5.1579 0.2264
H -1.8895 -3.9734 1.6261
H -0.4965 -4.5557 2.7554
H -0.1017 -3.8782 1.0135
H -2.7040 -2.5434 3.5157
H 1.9123 0.2089 1.9951
Cl 5.5800 -1.2102 -5.0762
C 4.7230 -1.4978 -3.5417
C 5.5073 -0.9895 -2.3424
Cl 6.9768 -1.9503 -2.0435
H 4.5170 -2.5699 -3.4636
H 3.7661 -0.9718 -3.6104
H 4.8933 -1.0614 -1.4393
H 5.8046 0.0561 -2.4687
Cl -2.1305 -5.5109 -0.3575
C -1.6549 -4.6029 -1.8140
C -1.3302 -5.5209 -2.9819
Cl 0.1656 -6.4492 -2.7121
H -0.8042 -3.9653 -1.5540
H -2.4982 -3.9559 -2.0729
H -1.1751 -4.9280 -3.8886
H -2.1407 -6.2306 -3.1744
Cl -8.9478 2.3092 0.6354
C -8.4722 3.2171 -0.8210
C -8.1475 2.2992 -1.9889
Cl -6.6517 1.3709 -1.7191
H -7.6215 3.8547 -0.5610
H -9.3155 3.8642 -1.0799
H -7.9924 2.8921 -2.8956
H -8.9579 1.5895 -2.1814
Cl 9.2152 2.3523 -1.1812
C 10.0526 1.2456 -2.2974
C 10.2145 -0.1475 -1.7103
Cl 11.3646 -0.1749 -0.3506
H 11.0195 1.6897 -2.5541
H 9.4480 1.1975 -3.2079
H 10.6086 -0.8280 -2.4714
H 9.2602 -0.5495 -1.3564
Cl 13.1670 4.9244 0.9779
C 11.4278 4.5778 1.1424
C 10.5644 5.6860 0.5609
Cl 10.6579 7.1844 1.5190
H 11.2131 4.4140 2.2030
H 11.2400 3.6413 0.6088
H 9.5146 5.3770 0.5591
H 10.8508 5.9224 -0.4685
Cl 9.1508 0.4523 2.2480
C 7.7864 -0.2513 1.3450
C 6.4878 -0.1984 2.1342
Cl 6.5086 -1.2946 3.5377
H 8.0519 -1.2779 1.0741
H 7.6849 0.3284 0.4227
H 5.6540 -0.5135 1.4992
H 6.2765 0.8127 2.4957
Cl -1.2068 6.3392 -1.0096
C -0.9116 7.9574 -1.6924
C 0.3801 8.0158 -2.4924
Cl 1.8206 7.8665 -1.4556
H -0.9086 8.6781 -0.8688
H -1.7618 8.1866 -2.3418
H 0.4572 8.9802 -3.0037
H 0.4222 7.2259 -3.2486
Cl -6.7896 -2.7454 3.4072
C -8.1540 -3.4490 2.5042
C -9.4526 -3.3961 3.2934
Cl -9.4318 -4.4923 4.6969
H -7.8885 -4.4756 2.2333
H -8.2555 -2.8693 1.5819
H -10.2863 -3.7111 2.6584
H -9.6639 -2.3850 3.6549
Cl 0.9396 -6.4542 1.8096
C 1.7770 -7.5608 0.6934
C 1.9390 -8.9540 1.2805
Cl 3.0890 -8.9814 2.6401
H 2.7439 -7.1168 0.4367
H 1.1725 -7.6090 -0.2172
H 2.3330 -9.6345 0.5194
H 0.9846 -9.3559 1.6343
Cl 0.8050 -2.7952 -2.5856
C 1.1247 -2.4121 -4.2952
C 0.1159 -1.4249 -4.8605
Cl -1.5083 -2.1387 -5.0175
H 1.1294 -3.3505 -4.8584
H 2.1302 -1.9832 -4.3406
H 0.4226 -1.1135 -5.8637
H 0.0347 -0.5295 -4.2366
Cl -9.2062 3.3355 4.9784
C -10.0276 4.0593 3.5737
C -11.4081 4.5898 3.9268
Cl -12.5572 3.2805 4.2974
H -10.0760 3.3046 2.7826
H -9.3927 4.8787 3.2236
H -11.8219 5.1428 3.0780
H -11.3727 5.2648 4.7874

Force components x, y, z for each atom (eV/Å):
C 1.844 0.431 -0.052
C -0.535 0.815 1.875
O -0.386 1.925 0.038
C -1.800 -0.357 -0.271
O 1.330 1.877 1.724
Si -2.532 -1.939 -2.778
P 0.111 0.915 1.523
P -2.859 4.604 -2.159
O 5.283 -3.278 -0.142
O 2.005 1.965 2.586
O -2.235 -1.940 -1.070
P -0.462 -1.688 2.094
C -0.410 -0.941 -0.390
O 0.583 -1.616 -1.936
C 1.025 -0.770 -1.798
F -0.480 3.856 0.167
F 0.810 -0.846 3.798
C 1.554 0.350 -1.059
F -0.207 -4.430 1.067
F -3.938 1.495 0.954
H 2.051 1.057 -0.478
H -1.356 -0.530 -2.081
H -0.349 -2.177 1.305
H 0.576 -0.193 2.362
H 1.286 -0.182 -1.988
H -0.376 0.333 -2.162
H -0.040 -1.762 1.073
H -0.674 -0.047 -0.986
H -1.838 -0.730 0.467
H -0.258 -1.234 0.538
H 2.062 0.836 0.595
H -0.522 2.261 -1.542
H -1.344 0.495 1.986
H 1.203 1.672 0.070
H 1.243 0.376 -2.432
Cl 0.025 -0.021 -0.034
C -0.095 -0.044 0.294
C -0.398 0.202 0.033
Cl 0.042 -0.042 -0.039
H 0.147 0.206 0.014
H 0.243 0.049 0.143
H 0.039 -0.058 -0.206
H -0.011 -0.247 -0.072
Cl -0.155 -0.417 -0.245
C -0.031 0.135 -0.127
C -0.336 0.314 -0.033
Cl 0.091 -0.119 0.022
H -0.542 -0.505 0.030
H 0.130 -0.122 -0.021
H 0.007 -0.005 0.234
H 0.206 0.103 0.156
Cl 0.086 -0.114 -0.052
C 0.078 0.208 -0.318
C -0.231 0.188 -0.116
Cl -0.180 0.049 -0.309
H -0.121 -0.247 -0.033
H 0.105 -0.174 -0.023
H -0.015 -0.018 0.216
H 0.191 0.123 0.150
Cl -0.050 0.064 0.086
C 0.192 -0.314 -0.315
C -0.110 0.006 -0.164
Cl 0.057 0.025 -0.095
H -0.194 -0.099 0.180
H 0.044 -0.060 0.183
H -0.068 0.193 0.065
H 0.227 0.186 -0.059
Cl 0.037 0.048 0.018
C -0.334 -0.124 -0.007
C -0.042 -0.326 -0.149
Cl 0.032 0.051 0.001
H 0.073 0.147 -0.226
H -0.018 0.195 0.025
H 0.202 -0.020 0.066
H 0.040 -0.035 0.268
Cl -0.105 0.024 0.136
C -0.203 -0.079 -0.102
C -0.021 0.111 -0.332
Cl 0.009 0.018 0.036
H -0.065 0.185 0.166
H -0.044 -0.004 0.158
H 0.237 0.015 0.090
H 0.155 -0.215 -0.031
Cl -0.184 0.165 -0.043
C 0.181 0.252 -0.141
C -0.278 0.138 -0.223
Cl -0.006 -0.090 0.040
H 0.093 -0.209 -0.152
H 0.177 -0.095 0.040
H -0.048 -0.133 0.150
H -0.026 0.102 0.252
Cl -0.090 -0.040 0.353
C -0.344 -0.166 -0.318
C -0.009 0.178 -0.192
Cl 0.038 0.033 0.006
H -0.028 0.229 0.176
H -0.013 -0.037 0.173
H 0.226 0.012 0.038
H 0.141 -0.221 -0.028
Cl 0.188 -0.169 -0.061
C 0.120 -0.290 -0.229
C -0.162 0.007 -0.269
Cl -0.013 0.010 0.044
H -0.186 -0.103 0.181
H 0.018 -0.031 0.189
H -0.035 0.192 0.082
H 0.202 0.187 -0.015
Cl 0.482 0.076 -0.670
C -0.006 0.033 -0.295
C 0.345 0.163 -0.006
Cl -0.028 -0.031 0.063
H -0.079 0.187 0.120
H -0.272 -0.023 -0.053
H -0.012 -0.143 0.155
H -0.037 -0.270 -0.021
Cl -0.019 -0.036 0.004
C -0.189 0.103 -0.212
C 0.215 0.251 -0.089
Cl 0.007 -0.019 0.032
H -0.067 0.209 0.320
H -0.143 -0.079 0.086
H 0.122 -0.143 0.084
H 0.027 -0.238 -0.127

**Highest occupied orbital energy**: -8.6 eV
**LUMO**: -0.0177 hartree
**Spin multiplicity**: 1
**E**: -13390.91758 a.u.

=====

C7H8F9N5O6RuS5 as an isolated structure. Source: the OMol25 dataset; level of theory: ωB97M-V/def2-TZVPD.

Positions of all 41 atoms, in Å:
Ru -0.7157 -0.0436 0.3618
F 1.9619 -0.4302 1.6334
C 3.0537 0.1371 1.1166
F 4.0263 -0.7656 1.1092
F 3.4048 1.1443 1.9106
S 2.7572 0.7560 -0.6376
O 1.4163 0.2990 -0.9962
O 3.8602 0.2558 -1.3846
N 2.7526 2.3283 -0.4881
S 1.2972 2.8952 -0.2070
O 0.5312 3.1968 -1.3918
O 0.5943 2.1854 0.8603
C 1.7276 4.5289 0.5067
F 2.5835 5.1675 -0.2795
F 0.6120 5.2420 0.6159
F 2.2665 4.3747 1.7112
N -3.0117 0.0059 -2.5211
C -2.1459 0.8961 -2.0450
N -1.2323 1.4236 -2.8291
S -2.3299 1.5037 -0.4167
H -2.7691 -0.5303 -3.3411
H -3.5953 -0.4570 -1.8449
H -1.0245 1.0120 -3.7265
H -0.5269 2.0229 -2.3998
S -1.2954 1.1096 3.3625
C -1.0920 0.3803 2.0233
F 0.6193 -2.9865 -3.2569
C 0.9191 -3.1706 -1.9686
F 2.2395 -3.0460 -1.8262
F 0.5796 -4.4313 -1.6472
C 0.1768 -2.1717 -1.0583
O -0.6399 -1.3936 -1.5785
O 0.4475 -2.2309 0.1690
N -1.0667 -2.7594 2.4457
C -2.2676 -2.2736 2.1803
N -3.2028 -2.2915 3.1332
S -2.6600 -1.6907 0.6106
H -0.7923 -3.0139 3.3806
H -0.3503 -2.6904 1.7204
H -3.0109 -2.6006 4.0707
H -4.0977 -1.8875 2.9229

Force components x, y, z for each atom (eV/Å):
Ru -2.036 -2.958 0.209
F -0.044 0.001 0.012
C 0.082 0.043 0.038
F -0.004 -0.012 0.007
F 0.084 -0.022 -0.016
S -0.281 -0.078 -0.077
O 0.414 -0.272 0.022
O -0.010 0.254 0.065
N -0.215 -0.034 -0.087
S -0.263 -0.299 0.217
O 0.168 0.062 0.024
O 0.282 0.295 -0.444
C 0.160 -0.012 0.102
F -0.034 0.054 -0.009
F -0.032 0.035 0.027
F 0.008 0.026 -0.031
N 0.140 -0.206 0.029
C -0.324 0.574 -0.147
N 0.263 -0.306 0.111
S 0.193 -0.076 0.174
H -0.027 0.016 -0.034
H -0.080 0.039 0.033
H 0.013 0.004 -0.012
H -0.031 0.151 -0.011
S -0.373 -0.345 0.795
C 0.856 1.673 -0.691
F 0.001 -0.007 -0.004
C -0.021 -0.052 -0.024
F -0.004 -0.016 0.015
F 0.018 -0.013 0.020
C -0.258 -0.128 0.241
O 0.472 0.303 -0.372
O 0.105 0.711 -0.160
N 0.070 0.215 0.045
C 0.024 -0.411 0.202
N 0.006 0.008 -0.249
S 0.793 0.843 -0.018
H -0.030 0.024 0.021
H -0.062 -0.085 -0.078
H -0.015 -0.073 -0.002
H -0.010 0.074 0.054

**Highest occupied orbital energy (alpha / beta)**: -8.7 / -8.7 eV
**LUMO (alpha / beta)**: -0.0334 / -0.0334 hartree
**Spin multiplicity**: 1
**ΔE to the lowest compared entry with this formula, charge and spin**: 1.932 eV
**E**: -3981.44892 a.u.

=====

One molecule with the formula C5H9NO2. Source: the OMol25 dataset; level of theory: ωB97M-V/def2-TZVPD.

Positions of all 17 atoms, in Å:
O -3.0197 0.4949 0.0539
C -1.9947 -0.1517 -0.0737
O -1.8055 -1.1777 -0.8563
C -0.7198 0.1585 0.6848
C 0.0833 1.3215 0.0540
C 1.0680 0.5633 -0.8439
C 1.4259 -0.7326 0.0064
N 0.1428 -1.0334 0.6925
H -0.9933 -1.7063 -0.5109
H -1.0348 0.4672 1.6780
H -0.5544 2.0529 -0.4554
H 0.5851 1.8153 0.8584
H 1.9546 1.1986 -1.0833
H 0.6879 0.3007 -1.8117
H 1.7297 -1.5725 -0.5872
H 2.2358 -0.4404 0.6403
H 0.2091 -1.5584 1.5541

Force components x, y, z for each atom (eV/Å):
O 1.050 -0.734 -0.567
C -0.282 0.989 0.840
O -0.361 -1.950 -0.949
C -0.217 0.477 1.045
C -0.506 -1.275 -0.640
C 1.413 0.036 0.566
C -1.201 1.620 -0.759
N 0.719 0.305 -0.529
H -0.939 1.444 -0.236
H 0.012 -0.153 0.248
H 0.120 -0.292 0.045
H 0.546 0.424 0.389
H -0.392 -0.640 0.428
H -0.694 -0.237 -0.363
H 0.207 -0.342 -0.432
H 0.463 -0.071 0.876
H 0.062 0.400 0.037

**Highest occupied orbital energy**: -9.5 eV
**LUMO**: 0.0249 hartree
**Spin multiplicity**: 1
**ΔE to the lowest compared entry with this formula, charge and spin**: 0.449 eV
**E**: -401.16026 a.u.